[1]
{
  "formula": "C22H51BN8O9",
  "method": "ωB97M-V/def2-TZVPD",
  "species": ["H", "H", "C", "N", "H", "H", "C", "O", "H", "H", "H", "H", "C", "C", "C", "H", "H", "H", "H", "H", "H", "H", "C", "H", "H", "H", "B", "N", "C", "O", "N", "C", "O", "O", "H", "C", "N", "H", "H", "C", "C", "H", "O", "H", "O", "H", "H", "H", "H", "H", "H", "H", "H", "O", "H", "H", "H", "N", "N", "C", "H", "O", "H", "H", "H", "H", "C", "C", "O", "H", "H", "C", "C", "N", "H", "N", "C", "C", "H", "H", "H", "C", "H", "C", "H", "C", "H", "C", "H", "H", "H"],
  "coordinates": [[3.492799, 3.600004, 2.942191], [4.149082, 3.421311, -0.586404], [1.164196, 9.094426, 0.423194], [2.301878, 9.201213, -0.306843], [1.448931, 5.562607, -1.598466], [-1.167504, -7.671020, -0.876634], [-0.713676, 2.570864, -1.793281], [0.562361, -4.051945, -4.458368], [8.574118, 4.636444, -1.617054], [3.489878, 10.727193, -1.079394], [2.539464, 6.261185, 1.911059], [-7.123309, -5.289711, -1.195420], [3.304626, 4.954228, 0.629131], [-0.004884, -1.556613, -2.187003], [8.093814, 3.461772, 0.116141], [3.190978, 2.816765, 0.769506], [-8.044165, -6.789941, -1.488281], [7.040307, 5.047802, -0.842160], [3.001083, 8.514932, -0.062503], [4.822117, 3.500258, 1.047337], [-1.124452, 1.617389, -2.100069], [-5.208827, -6.427453, 6.957185], [-4.363050, -7.022818, 6.610797], [-6.533657, -7.685844, 5.516895], [0.378931, 11.090155, 0.306940], [7.152576, 3.572209, -1.807723], [-0.094181, -2.942725, -3.923596], [-5.026172, -6.944227, 4.247466], [-1.963269, -6.944695, -0.697767], [-0.963434, -3.865958, 0.892020], [8.915189, 2.389713, -0.042051], [9.476588, 1.863727, -1.273076], [-5.433834, -7.614135, -0.038544], [-2.974576, -6.252979, 4.819663], [-0.287808, 9.959764, -0.902337], [-5.907689, -6.648327, -3.492315], [0.013955, 4.673775, -2.817423], [-2.492233, -4.845038, 2.662228], [-6.476081, -8.396331, 3.894319], [-7.266501, -6.324419, -0.881717], [7.692989, 4.226257, -1.121984], [1.780124, 10.832580, -1.532246], [0.196221, -0.427517, -2.061844], [-0.751600, -5.230784, -1.052723], [-0.772954, 3.043720, -4.140127], [-3.449429, -5.642475, 1.406097], [-2.602389, -7.302312, 0.101772], [-6.073087, -7.463547, -4.198420], [0.224494, 4.646178, -0.714130], [2.058664, 4.450488, 3.544085], [-0.788586, 9.853702, 0.789699], [0.234515, 2.393101, -1.285052], [-7.096025, -6.749070, 4.121849], [1.065844, 8.231334, 1.281665], [10.565849, 1.884817, -1.208974], [9.141308, 1.927169, 0.823729], [3.674388, 5.132612, 3.812134], [2.937981, 5.330090, 1.875298], [-1.365392, -5.663692, -0.379127], [3.051877, 4.576408, 3.109835], [-2.059972, -6.477163, 2.158156], [3.146986, 5.717308, -0.319510], [-4.558304, -7.720396, -2.248974], [-3.496848, -6.781942, 7.219132], [1.448169, -3.743212, -4.677107], [-0.754260, -2.262482, -4.639668], [-0.499697, 3.433902, -3.013083], [-4.052650, -6.705685, 5.167612], [7.705415, 3.777166, 1.229797], [9.151732, 0.830017, -1.403046], [0.132848, 5.196448, -3.669716], [-5.974203, -7.093815, -1.003563], [-6.358217, -7.475321, 4.467605], [0.043907, -2.740663, -2.486230], [-1.417111, 3.049903, -1.110476], [-5.417299, -7.194627, -2.239344], [0.047189, 10.066360, 0.130199], [2.606156, 10.151355, -1.359733], [-7.585536, -6.331321, 0.155938], [-0.191101, 6.214828, -1.428600], [-6.836004, -6.105821, -3.353519], [3.905237, 3.581519, 0.460121], [9.161558, 2.444175, -2.132952], [-2.442712, -5.517104, 1.813198], [-4.586477, -8.084134, 6.726957], [0.396632, 5.303251, -1.559470], [-5.158018, -5.972187, -3.906424], [-1.533081, -4.936321, 0.759073], [-4.754489, -6.712887, 3.304295], [-2.556546, -6.831452, -1.607924], [2.818334, 9.607687, -2.281923]],
  "atomic_forces_ev_per_a": [[0.02, 0.01, -0.05], [-0.06, 0.12, -0.03], [0.23, -0.17, -0.06], [-0.21, 0.22, 0.08], [0.01, 0.04, 0.23], [-0.16, -0.16, -0.03], [-0.08, 0.07, -0.02], [-0.20, 0.88, 0.12], [-0.04, -0.07, -0.12], [-0.04, 0.12, -0.14], [-0.11, -0.03, 0.02], [-0.10, -0.02, -0.08], [-0.02, 0.20, -0.01], [1.30, 0.14, -0.75], [-0.02, 0.01, 0.26], [0.11, -0.06, 0.09], [-0.02, 0.12, -0.06], [0.00, -0.05, 0.12], [-0.04, -0.12, -0.13], [-0.04, -0.12, 0.04], [0.00, 0.03, -0.11], [-0.06, -0.12, 0.04], [0.03, 0.01, 0.02], [0.05, 0.02, 0.02], [-0.04, 0.03, -0.13], [0.09, 0.05, -0.12], [0.12, -1.46, 0.16], [0.03, -0.01, 0.33], [0.42, 0.29, -0.30], [-0.02, 0.11, 0.09], [-0.10, 0.19, -0.26], [0.06, -0.17, 0.49], [-0.02, 0.07, 0.09], [0.01, -0.03, 0.16], [0.02, 0.13, -0.02], [0.44, -0.28, 0.07], [-0.15, -0.29, 0.27], [0.11, 0.01, -0.01], [-0.15, -0.03, 0.08], [0.00, 0.00, 0.04], [-0.03, 0.01, 0.01], [-0.03, -0.02, 0.04], [-0.64, 0.40, 0.90], [0.01, -0.01, -0.01], [-0.01, -0.06, 0.05], [0.02, -0.17, 0.01], [-0.03, 0.06, -0.03], [-0.10, 0.11, -0.10], [-0.02, -0.04, -0.04], [0.06, -0.12, 0.10], [0.06, -0.08, 0.04], [-0.07, 0.02, 0.12], [-0.13, -0.10, 0.09], [-0.11, -0.11, 0.25], [0.01, -0.03, -0.19], [0.01, -0.02, 0.00], [0.02, -0.15, 0.09], [0.06, -0.03, -0.19], [-0.14, -0.02, 0.22], [-0.18, 0.43, -0.07], [-0.14, -0.03, 0.04], [0.33, 0.01, 0.04], [0.01, -0.03, -0.04], [0.05, 0.03, -0.10], [0.28, -0.48, -0.17], [-0.10, 0.27, 0.14], [-0.03, 0.05, -0.24], [0.08, 0.05, -0.19], [-0.10, 0.04, -0.05], [0.06, 0.01, -0.18], [0.04, 0.03, 0.00], [0.17, -0.11, 0.04], [0.23, 0.12, -0.44], [-0.76, 0.03, -0.36], [0.12, 0.02, 0.11], [-0.31, 0.14, 0.15], [-0.04, -0.03, 0.04], [0.27, -0.39, 0.18], [0.09, -0.06, 0.02], [0.02, -0.02, 0.22], [0.00, -0.01, 0.06], [0.03, -0.01, -0.04], [-0.03, 0.04, 0.03], [0.02, 0.19, -0.05], [-0.12, 0.04, 0.06], [-0.08, 0.27, -0.67], [-0.13, 0.07, -0.11], [0.03, 0.09, -0.09], [-0.05, -0.05, -0.05], [-0.08, -0.22, 0.02], [-0.01, 0.15, -0.09]],
  "gap_ha": 0.338,
  "de_lowest_kcal_mol": 0.0,
  "lumo_ev": 0.451
}

=====

[2]
{
  "formula": "C6H11NO",
  "method": "ωB97M-V/def2-TZVPD",
  "species": ["H", "H", "H", "H", "H", "C", "H", "C", "C", "C", "H", "C", "O", "C", "H", "N", "H", "H", "H"],
  "coordinates": [[-2.518742, -0.927722, -0.577543], [1.660419, -1.029729, 0.482868], [1.565473, 0.464217, 1.435370], [-0.778051, -1.477473, 1.017085], [-0.310402, 2.268899, -0.018711], [-0.740362, 0.189844, -0.373602], [-0.669119, 1.087793, 2.154294], [1.138441, -0.531581, 1.311685], [-1.980102, -0.027933, -0.823524], [1.509326, -1.225557, -1.709741], [1.309004, -1.107601, 2.220849], [-0.019367, 1.470789, -0.704848], [-1.036681, 0.201856, 2.067876], [-0.351394, -0.472405, 1.039020], [2.544430, -1.442966, -1.860863], [0.357093, -1.219742, -1.796300], [1.059405, 1.336444, -0.648350], [-2.461961, 0.651037, -1.504759], [-0.277410, 1.791828, -1.710806]],
  "atomic_forces_ev_per_a": [[-0.20, -0.07, 0.32], [-0.11, 0.18, 0.50], [0.00, 0.05, 0.04], [0.08, -0.01, 0.09], [0.09, 0.02, 0.08], [-1.74, 1.15, 2.85], [-0.02, 0.01, -0.01], [0.04, -0.35, -0.11], [0.70, 0.04, 0.26], [-0.90, -0.62, -1.00], [0.10, 0.08, 0.04], [-0.04, -0.32, -0.13], [-0.06, 0.17, 0.32], [-0.13, 0.00, -2.22], [0.11, 0.33, 0.34], [1.90, -0.92, -0.77], [0.11, 0.13, -0.05], [0.03, 0.04, -0.46], [0.03, 0.08, -0.08]],
  "gap_ha": 0.341,
  "de_lowest_kcal_mol": 75.3,
  "lumo_ev": 0.854
}

=====

[3]
{
  "formula": "C11H18BF4NRhTe",
  "method": "ωB97M-V/def2-TZVPD",
  "species": ["H", "H", "Te", "F", "C", "H", "H", "C", "H", "Rh", "H", "F", "F", "H", "C", "H", "H", "C", "H", "H", "C", "C", "H", "H", "H", "F", "H", "H", "H", "C", "B", "N", "C", "H", "C", "C", "C"],
  "coordinates": [[0.997068, -3.369387, 0.177412], [-2.074512, 0.540020, 1.236510], [2.049389, -1.078969, -2.138622], [-3.089833, 0.544049, -1.591716], [1.014626, -0.556950, 1.930656], [-0.801577, -3.365773, -0.098852], [0.951557, -0.359266, 3.003614], [-0.119449, 3.801324, -0.539228], [1.049496, 1.466631, -2.677193], [-0.136052, -1.020019, -0.736684], [1.519788, -1.511145, 1.784851], [-3.702485, -1.529614, -2.409258], [-1.467763, -0.875999, -2.434292], [-1.051611, 3.423232, 1.351013], [-0.571817, 2.987293, 0.483087], [4.439471, -0.318136, -1.236064], [-0.235237, 4.873741, -0.464128], [-1.013055, 0.697523, 1.437947], [3.498881, -0.998656, 0.121557], [-0.906778, 1.096214, 2.451217], [0.170642, 1.059398, -0.734243], [-1.131943, -1.621467, 2.146958], [3.148727, 0.655633, -0.460739], [0.333466, -3.576702, -1.486775], [-0.609448, -2.575136, 2.147469], [-2.454715, -1.347042, -0.458245], [1.572257, 0.244796, 1.452779], [0.803975, 3.881449, -2.475432], [-1.216638, -1.266588, 3.176879], [0.623597, 1.870320, -1.764542], [-2.811528, -0.772167, -1.759116], [-0.353894, -0.631824, 1.366758], [-0.429776, 1.604970, 0.398254], [-2.120529, -1.736495, 1.714664], [0.471661, 3.246089, -1.665685], [0.182981, -3.137345, -0.504629], [3.471074, -0.344007, -0.746193]],
  "atomic_forces_ev_per_a": [[0.00, 0.01, 0.01], [0.01, 0.01, -0.01], [0.08, -0.02, -0.12], [-0.02, 0.07, 0.00], [-0.04, -0.01, -0.04], [-0.01, 0.00, 0.00], [0.01, 0.01, 0.00], [0.01, 0.03, -0.03], [0.00, -0.01, 0.00], [-0.10, 0.08, 0.21], [0.01, 0.01, 0.00], [-0.02, -0.02, -0.03], [0.05, -0.04, -0.06], [0.00, -0.01, 0.01], [-0.01, -0.05, 0.03], [0.00, -0.01, -0.01], [0.00, 0.00, 0.00], [0.01, -0.04, -0.01], [0.00, -0.01, -0.01], [-0.01, 0.03, -0.01], [-0.09, -0.07, -0.03], [0.01, 0.00, -0.06], [0.02, 0.01, 0.00], [0.00, -0.05, 0.02], [-0.01, -0.01, 0.00], [0.04, 0.04, -0.05], [0.00, 0.00, 0.00], [0.00, -0.01, -0.01], [-0.01, -0.01, 0.00], [0.01, -0.01, 0.02], [0.04, -0.04, 0.09], [0.02, 0.00, 0.17], [0.04, 0.03, -0.01], [0.01, -0.01, 0.00], [-0.01, 0.01, 0.00], [0.00, 0.05, -0.07], [-0.03, 0.02, 0.04]],
  "gap_ha": [0.308, 0.226],
  "spin_multiplicity": 5,
  "s2": 6.02,
  "de_lowest_kcal_mol": 7.1,
  "charge": 1,
  "lumo_ev": [-4.226, -6.630]
}

=====

Number 1: molar mass 582.51 g mol⁻¹. Number 2: molar mass 113.16 g mol⁻¹. Number 3: molar mass 481.58 g mol⁻¹.